1.
Molecular formula: C4H16Si3
Method: DFT, the ωB97M-V functional and the def2-TZVPD basis

Kohn-Sham gap (spin up / spin down), Eh: 0.23168 / 0.26473
Lowest unoccupied orbital energy (spin up / spin down), hartree: -0.0224 / -0.0032
Energy relative to the best compared isomer or geometry (same formula, charge and spin), kJ/mol: 366.1

Element x y z (Å)
C 2.78 1.54 0.01
C 3.59 -1.45 0.54
C -4.03 -0.02 0.48
C -1.43 1.69 -0.27
Si -1.22 -1.79 -0.15
Si 2.58 -0.30 -0.57
Si -2.42 0.06 -0.57
H 3.25 1.58 0.98
H 3.41 2.07 -0.62
H 1.84 2.01 0.06
H 3.68 -1.16 1.50
H 3.16 -2.36 0.61
H 4.61 -1.57 0.30
H -4.46 -1.01 0.40
H -3.80 0.17 1.59
H -4.79 0.71 0.23
H -0.99 1.69 0.66
H -0.63 1.84 -0.90
H -2.09 2.57 -0.47
H -0.82 -2.72 -1.07
H -1.93 -2.70 0.99
H 2.59 -0.81 -1.87
H -2.89 -0.04 -1.85

***

2.
Molecular formula: C3H3Br2N
Method: DFT, the ωB97M-V functional and the def2-TZVPD basis

Kohn-Sham gap, Eh: 0.39762
Lowest unoccupied orbital energy, hartree: 0.0148
Energy relative to the best compared isomer or geometry (same formula, charge and spin), kJ/mol: 60.9

Element x y z (Å)
C 0.61 1.23 0.53
C 0.38 -0.22 0.72
C -0.32 -0.38 -0.64
N 0.49 2.31 0.18
Br -2.09 0.19 -0.28
Br -0.35 -2.19 -1.40
H 1.41 -0.69 0.82
H -0.15 -0.58 1.56
H 0.01 0.33 -1.49

***

3.
Molecular formula: C35H71N17O35S
Method: DFT, the ωB97M-V functional and the def2-TZVPD basis

Kohn-Sham gap, Eh: 0.28256
Lowest unoccupied orbital energy, hartree: -0.0352

Element x y z (Å)
C 6.06 4.80 2.08
C 5.14 3.79 1.73
C 4.09 2.52 1.61
C 2.59 2.93 1.08
C 1.37 2.01 1.74
N 1.16 0.69 1.04
C 2.06 -0.47 1.42
O 3.21 -0.54 2.08
C 1.43 -1.91 0.96
C 2.06 -3.40 0.75
C 1.00 -4.60 0.31
C 1.58 -6.15 0.13
C 2.94 -6.32 1.03
C 3.40 -7.87 1.32
S 3.81 -7.95 3.18
C -0.59 -4.18 0.07
C -1.17 -2.63 0.29
C -2.75 -2.22 0.08
C -3.62 -2.18 1.47
C -3.89 -3.68 2.12
O -2.89 -1.42 2.55
C -0.13 -1.45 0.73
C -0.29 0.16 1.00
O -1.40 0.90 1.20
H 7.06 5.40 2.34
H 4.50 1.67 0.90
H 3.94 2.01 2.68
H 2.57 2.70 -0.09
H 2.37 4.09 1.28
H 0.42 2.71 1.77
H 1.65 1.75 2.87
H 3.21 -3.55 0.92
H 1.77 -6.31 -1.02
H 0.78 -6.91 0.57
H 3.84 -5.74 0.49
H 2.81 -5.75 2.07
H 4.45 -8.01 0.77
H 2.62 -8.69 0.99
H 4.11 -6.64 3.66
H -1.36 -5.03 -0.24
H -3.32 -2.99 -0.64
H -2.91 -1.16 -0.44
H -4.67 -1.70 1.25
H -4.60 -3.64 3.08
H -2.85 -4.18 2.42
H -4.47 -4.32 1.32
H -3.58 -0.92 3.08
C -5.31 1.96 0.51
N -6.36 0.91 0.67
O -7.38 1.01 -0.02
O -6.12 0.01 1.48
H -5.65 2.68 -0.24
H -5.18 2.44 1.48
H -4.40 1.46 0.18
C 9.45 7.72 4.51
N 8.94 6.79 3.47
O 9.01 7.15 2.29
O 8.48 5.71 3.86
H 9.81 8.63 4.02
H 8.61 7.96 5.17
H 10.25 7.22 5.04
C 5.18 -9.35 7.38
N 4.14 -9.07 6.35
O 3.59 -10.05 5.82
O 3.89 -7.88 6.11
H 5.29 -10.43 7.49
H 6.11 -8.90 7.03
H 4.85 -8.90 8.31
C 3.82 0.05 -2.03
N 4.51 1.32 -2.39
O 4.10 2.36 -1.86
O 5.44 1.24 -3.20
H 3.03 0.27 -1.31
H 3.41 -0.37 -2.94
H 4.57 -0.61 -1.58
C -9.16 -0.67 -2.23
N -8.97 -1.98 -2.92
O -8.02 -2.68 -2.55
O -9.78 -2.26 -3.80
H -8.38 -0.56 -1.47
H -9.08 0.11 -2.98
H -10.14 -0.68 -1.76
C 11.47 8.01 0.23
N 12.34 8.70 1.22
O 13.00 9.67 0.82
O 12.35 8.24 2.37
H 11.57 8.51 -0.74
H 11.81 6.97 0.16
H 10.45 8.06 0.60
C -11.02 2.00 0.50
N -11.53 1.07 -0.54
O -11.46 1.43 -1.72
O -11.98 -0.01 -0.14
H -10.65 2.91 0.01
H -11.85 2.24 1.17
H -10.21 1.50 1.03
C 5.51 4.49 -3.48
N 6.20 5.76 -3.85
O 5.79 6.80 -3.32
O 7.13 5.67 -4.66
H 4.72 4.71 -2.76
H 5.10 4.06 -4.39
H 6.26 3.83 -3.04
C -3.57 -6.64 -3.25
N -2.70 -5.95 -2.26
O -2.04 -4.97 -2.66
O -2.69 -6.40 -1.11
H -3.47 -6.13 -4.21
H -3.23 -7.67 -3.32
H -4.59 -6.58 -2.88
C -7.65 5.76 1.69
N -7.05 4.55 1.08
O -7.60 3.47 1.31
O -6.04 4.72 0.39
H -8.53 5.47 2.27
H -6.90 6.21 2.34
H -7.93 6.44 0.88
C -7.94 -0.92 3.95
N -8.73 -0.07 4.89
O -9.67 -0.60 5.48
O -8.37 1.11 5.00
H -8.36 -1.93 3.95
H -8.01 -0.47 2.96
H -6.91 -0.93 4.31
C 4.96 7.94 0.45
N 4.17 8.79 1.38
O 3.23 8.26 1.97
O 4.53 9.97 1.49
H 4.54 6.93 0.45
H 4.89 8.39 -0.55
H 5.99 7.92 0.81
C 2.98 4.76 -7.34
N 2.60 3.72 -6.35
O 1.64 2.99 -6.63
O 3.27 3.66 -5.31
H 2.31 4.70 -8.19
H 2.89 5.73 -6.84
H 4.01 4.57 -7.64
C -2.02 -7.05 -7.60
N -3.31 -7.69 -7.22
O -3.86 -8.40 -8.08
O -3.73 -7.47 -6.09
H -1.76 -7.33 -8.62
H -2.15 -5.97 -7.52
H -1.26 -7.41 -6.90
C -10.77 -3.68 -0.32
N -9.90 -2.99 0.68
O -9.24 -2.02 0.28
O -9.89 -3.45 1.83
H -10.67 -3.18 -1.28
H -10.43 -4.72 -0.39
H -11.79 -3.62 0.05
C 8.64 -0.10 -2.41
N 8.36 -1.38 -1.69
O 9.07 -1.64 -0.72
O 7.44 -2.07 -2.13
H 9.47 0.41 -1.91
H 8.90 -0.35 -3.44
H 7.73 0.51 -2.36

***

4.
Molecular formula: CH4P2
Method: DFT, the ωB97M-V functional and the def2-TZVPD basis

Kohn-Sham gap (spin up / spin down), Eh: 0.28922 / 0.28925
Lowest unoccupied orbital energy (spin up / spin down), hartree: -0.0127 / -0.0127
Energy relative to the best compared isomer or geometry (same formula, charge and spin), kJ/mol: 291.3

Element x y z (Å)
C 2.04 0.19 -0.24
P 0.50 -0.36 -0.23
P -1.89 -0.12 -0.41
H 2.48 1.08 -0.67
H 0.65 -1.53 0.58
H -2.07 -0.42 0.94
H -1.72 1.16 0.03

***

5.
Molecular formula: C2HF3O4P
Method: DFT, the ωB97M-V functional and the def2-TZVPD basis

Net charge: -1
Kohn-Sham gap, Eh: 0.36723
Lowest unoccupied orbital energy, hartree: 0.1457
Energy relative to the best compared isomer or geometry (same formula, charge and spin), kJ/mol: 0.0

Element x y z (Å)
O 1.87 -1.19 -1.42
P 1.53 -0.68 -0.12
O 2.47 -0.69 0.98
O 0.05 -1.32 0.37
C -0.98 -0.43 0.28
F -1.56 -0.30 1.54
C -0.41 0.97 -0.13
F -1.11 1.25 -1.34
F -0.76 2.10 0.62
O 0.83 0.87 -0.44
H -1.92 -0.58 -0.35

***

6.
Molecular formula: C16H23ClN2O4S3
Method: DFT, the ωB97M-V functional and the def2-TZVPD basis

Kohn-Sham gap, Eh: 0.23789
Lowest unoccupied orbital energy, hartree: -0.0757

Element x y z (Å)
C 5.46 -3.94 1.58
C 4.31 -3.12 1.75
C 2.86 -2.38 2.15
C 2.00 -2.90 3.45
S 2.71 -4.30 4.49
C 0.54 -2.25 3.89
C -0.14 -1.01 3.01
C -1.62 -0.34 3.36
C -2.75 -1.47 3.73
C -4.08 -1.43 2.73
C -4.86 -2.91 2.86
S -6.27 -3.12 1.66
O -5.71 -4.00 0.47
O -7.51 -3.90 2.26
Cl -6.99 -1.34 0.82
C 0.79 -0.48 1.72
N 0.41 0.66 0.79
S 1.72 0.75 -0.36
N 2.90 -0.51 0.04
C 2.26 -1.14 1.27
H 6.47 -4.50 1.83
H 3.14 -5.38 3.70
H -0.06 -2.66 4.82
H -1.53 0.42 4.25
H -1.96 0.24 2.38
H -2.35 -2.58 3.67
H -3.14 -1.25 4.82
H -3.79 -1.26 1.61
H -4.88 -0.63 3.12
H -5.28 -3.05 3.95
H -4.04 -3.74 2.61
C -0.19 1.86 -5.14
C 1.05 1.58 -4.32
O 0.96 2.24 -3.07
H -0.32 2.93 -5.30
H -0.14 1.36 -6.11
H -1.09 1.51 -4.62
H 1.94 1.95 -4.84
H 1.17 0.51 -4.15
H 0.17 1.90 -2.61
C 2.64 5.21 -5.03
C 3.68 5.55 -3.98
O 3.09 5.54 -2.69
H 1.81 5.92 -5.00
H 3.08 5.22 -6.03
H 2.22 4.22 -4.84
H 4.08 6.55 -4.16
H 4.51 4.84 -4.00
H 2.74 4.64 -2.54

***

7.
Molecular formula: C12H48N24O12
Method: DFT, the ωB97M-V functional and the def2-TZVPD basis

Kohn-Sham gap, Eh: 0.29990
Lowest unoccupied orbital energy, hartree: 0.0030
Energy relative to the best compared isomer or geometry (same formula, charge and spin), kJ/mol: 175.8

Element x y z (Å)
N 1.16 4.91 0.31
C 1.59 3.69 0.70
N 1.88 2.95 -0.39
O 1.89 3.28 1.83
H 1.19 5.65 1.00
H 0.98 5.07 -0.67
H 2.32 2.06 -0.19
H 1.71 3.13 -1.37
N 0.46 -1.39 0.18
C -0.11 -0.29 0.70
N -0.79 0.45 -0.17
O -0.10 0.01 1.91
H 0.20 -1.62 -0.77
H 1.13 -1.96 0.68
H -0.75 0.14 -1.12
H -1.11 1.39 0.01
N -0.99 1.89 3.71
C -1.09 3.16 4.13
N 0.11 3.81 3.91
O -1.92 3.66 4.89
H -1.75 1.22 3.74
H -0.26 1.58 3.09
H 0.43 4.63 4.39
H 0.62 3.46 3.10
N 3.11 0.12 2.57
C 3.93 0.12 1.52
N 5.20 -0.23 1.79
O 3.66 0.50 0.38
H 2.12 0.22 2.37
H 3.32 -0.12 3.52
H 5.88 -0.11 1.05
H 5.34 -0.65 2.69
N -2.61 0.67 -3.09
C -3.57 -0.15 -3.53
N -4.80 0.39 -3.36
O -3.24 -1.24 -4.06
H -2.93 1.36 -2.43
H -1.71 0.24 -2.93
H -4.82 1.23 -2.83
H -5.62 -0.11 -3.63
N -2.68 -3.27 -1.70
C -1.69 -3.96 -1.07
N -0.57 -4.24 -1.75
O -1.84 -4.31 0.10
H -2.71 -2.90 -2.64
H -3.45 -2.99 -1.12
H 0.06 -4.83 -1.21
H -0.38 -4.31 -2.73
N 1.88 -4.15 3.96
C 1.40 -3.77 2.74
N 0.15 -4.11 2.47
O 2.12 -3.25 1.88
H 2.78 -3.84 4.27
H 1.25 -4.68 4.55
H -0.49 -4.14 3.25
H -0.21 -4.04 1.53
N 3.25 -3.14 -1.36
C 2.98 -4.44 -1.61
N 3.90 -5.04 -2.39
O 1.97 -4.96 -1.13
H 2.62 -2.46 -0.96
H 3.99 -2.70 -1.88
H 4.52 -4.44 -2.89
H 3.89 -6.05 -2.44
N -4.16 4.16 -0.20
C -2.89 3.72 0.04
N -2.35 4.20 1.16
O -2.34 2.85 -0.67
H -4.69 3.83 -0.99
H -4.55 4.82 0.44
H -1.35 4.01 1.18
H -2.92 4.07 1.98
N -0.95 3.13 -3.37
C -0.08 4.11 -3.60
N -0.31 4.77 -4.78
O 0.82 4.45 -2.84
H -1.72 2.97 -3.99
H -0.90 2.77 -2.43
H -1.03 4.51 -5.43
H 0.18 5.64 -4.88
N -0.13 -1.38 4.51
C -1.41 -1.42 4.91
N -1.71 -2.44 5.74
O -2.31 -0.70 4.48
H 0.03 -0.91 3.62
H 0.66 -1.70 5.04
H -2.68 -2.63 5.91
H -0.96 -2.93 6.20
N 1.77 -0.72 -4.18
C 0.51 -0.73 -3.72
N -0.38 -1.35 -4.52
O 0.14 -0.15 -2.70
H 2.01 -0.92 -5.13
H 2.40 -0.20 -3.59
H -1.36 -1.26 -4.23
H -0.13 -1.68 -5.43

***

8.
Molecular formula: C7H10N2
Method: DFT, the ωB97M-V functional and the def2-TZVPD basis

Kohn-Sham gap, Eh: 0.32734
Lowest unoccupied orbital energy, hartree: 0.0286
Energy relative to the best compared isomer or geometry (same formula, charge and spin), kJ/mol: 623.9

Element x y z (Å)
C -1.03 -0.76 -4.73
C -0.76 -0.35 -3.64
C -0.30 -0.04 -2.37
C 0.43 -0.06 -1.36
N 0.93 -0.10 -0.12
C 2.23 0.40 0.18
N -0.13 0.31 0.93
C -0.83 -0.92 1.26
C -0.88 1.47 0.47
H -1.50 -0.99 -5.68
H 2.74 0.33 -0.74
H 2.16 1.41 0.63
H 2.82 -0.04 0.95
H -0.24 -1.58 1.90
H -1.78 -0.63 1.67
H -1.10 -1.41 0.30
H -0.04 2.08 0.23
H -1.46 1.23 -0.44
H -1.42 1.73 1.44

***

Number 1: DFT total energy -28035.867 eV. Number 2: DFT total energy -144733.370 eV. Number 3: DFT total energy -145212.408 eV. Number 4: DFT total energy -19674.809 eV. Number 5: DFT total energy -27726.827 eV. Number 6: DFT total energy -73145.204 eV. Number 7: DFT total energy -73568.541 eV. Number 8: DFT total energy -10395.145 eV.